# 1
{"formula": "C23H33N2O2P2Sn", "method": "ωB97M-V/def2-TZVPD", "homo_energy_ev": [-16.87, -17.10], "gap_ev": [5.59, 6.02], "charge": 3, "e_tot_ha": -2052.26466, "symbols": ["N", "C", "C", "C", "H", "H", "H", "H", "H", "C", "H", "C", "H", "H", "C", "H", "C", "H", "H", "H", "C", "H", "C", "C", "H", "C", "N", "H", "P", "C", "H", "H", "C", "H", "H", "C", "Sn", "C", "C", "H", "C", "P", "H", "H", "C", "H", "O", "C", "C", "H", "H", "H", "H", "O", "H", "H", "H", "C", "H", "C", "H", "C", "H"], "xyz": [[-0.09395, -1.28433, -1.73460], [-0.07294, -2.70356, 4.59201], [2.39056, -1.48334, -1.60628], [-0.18212, -2.79604, -4.05198], [3.66499, -0.04379, 1.76381], [3.11225, -3.26692, 0.82875], [-1.71867, 2.60494, 5.72106], [-1.56845, 1.94906, -2.79429], [0.34693, -2.84331, 5.58989], [-1.21371, 1.31450, 4.07110], [-3.65420, -0.02583, 1.01027], [-0.58947, -1.23333, 2.72539], [-2.31493, -2.37178, -3.98843], [-2.22150, 2.99851, -1.51779], [-0.75738, 3.69115, 4.10515], [-0.79556, 4.64955, 4.61077], [-0.18907, 3.60911, 2.82823], [0.19601, 4.48270, 2.30264], [-3.09955, -1.58648, -1.18257], [4.63917, -0.91067, 0.52610], [-0.04705, -1.43610, 4.01790], [-1.61607, 0.42188, 4.56205], [-1.27606, -1.48453, -2.35623], [-2.55486, -0.85798, -1.81980], [2.85911, -0.61346, -2.12858], [-2.36689, 2.04273, -2.04319], [-0.51230, 0.00648, 2.09524], [-1.60019, -2.13097, 1.04752], [-2.28797, 0.68105, -0.85786], [-0.64861, -3.76924, 3.89335], [2.09052, -2.52259, 2.10783], [1.68480, 4.00072, -2.34196], [-1.18084, -3.58470, 2.61281], [0.48180, 2.32934, 1.24277], [0.36634, -0.58657, 4.57027], [1.04845, -1.79202, -2.24890], [0.09437, 0.32298, -0.03446], [-3.63586, 0.83693, 0.32852], [-0.06888, 2.37773, 2.20064], [-0.21592, -3.38151, -4.96692], [-1.16044, -2.32348, 2.02950], [2.24589, -1.09285, 0.18178], [1.97622, -2.94031, -3.77782], [3.05046, -2.36880, -1.70403], [-0.58661, 1.20888, 2.79893], [2.40266, 3.88360, -3.71293], [-0.98800, 5.38855, -0.76966], [1.02571, -2.56098, -3.40611], [-1.27486, 2.54765, 4.72456], [-3.34268, 2.04834, -2.55303], [3.88538, 0.68093, 0.13717], [-3.20249, -0.60993, -2.68513], [-4.61155, 0.91380, -0.18304], [2.26117, 3.39666, -2.86752], [-1.40312, 4.74192, -0.16451], [-3.46536, 1.74600, 0.92239], [1.32603, -3.28281, 0.70435], [3.76290, -0.26315, 0.69003], [-1.47051, 6.22356, -0.60740], [2.19270, -2.69320, 1.02808], [-0.67755, -4.75298, 4.35109], [-1.34200, -2.25053, -3.51469], [-1.62581, -4.41200, 2.06117]], "forces_ev_per_a": [[-0.01, 0.46, 0.37], [-0.11, 0.31, -0.16], [0.03, 0.23, 0.04], [0.06, 0.01, 0.09], [0.20, -0.01, -0.28], [-0.21, 0.30, 0.02], [0.11, 0.02, -0.38], [-0.20, -0.01, 0.20], [-0.15, -0.05, -0.34], [0.06, 0.20, 0.45], [0.03, 0.23, -0.21], [0.09, -0.24, 0.13], [0.29, -0.11, -0.01], [-0.08, -0.21, -0.22], [-0.13, -0.03, -0.02], [-0.04, -0.08, -0.03], [0.21, -0.35, -0.45], [-0.05, -0.08, 0.38], [0.23, 0.37, -0.30], [-0.36, 0.15, 0.01], [-0.11, 0.01, 0.14], [-0.02, 0.46, -0.34], [0.13, -0.22, -0.48], [-0.06, -0.21, 0.03], [-0.21, -0.60, 0.34], [0.24, 0.28, -0.01], [-0.02, 0.76, -0.04], [0.06, -0.21, 0.15], [-0.94, -0.25, -0.64], [0.12, -0.03, 0.06], [0.09, -0.08, -0.20], [0.73, -0.48, -0.68], [-0.14, 0.35, -0.31], [-0.21, 0.19, 0.59], [0.07, -0.44, -0.29], [-0.09, -0.29, -0.35], [0.21, -0.36, 0.20], [-0.10, 0.07, 0.37], [-0.08, 0.50, -0.05], [-0.01, 0.08, 0.14], [0.38, 0.13, 0.20], [0.73, -0.87, -0.49], [-0.32, -0.01, -0.08], [-0.21, 0.56, -0.06], [-0.12, -0.59, 0.03], [-0.08, -0.51, 0.89], [-0.60, -0.35, 0.59], [0.14, 0.09, 0.21], [0.15, -0.52, -0.31], [0.25, -0.04, 0.22], [0.02, -0.29, 0.19], [0.20, -0.16, 0.52], [0.43, -0.01, 0.08], [-0.75, 0.95, -0.12], [0.25, 0.78, -0.34], [-0.14, -0.20, -0.12], [0.19, 0.16, -0.01], [-0.08, 0.44, 0.18], [0.35, -0.49, -0.16], [-0.27, -0.19, 0.28], [0.00, 0.10, -0.08], [-0.22, 0.27, 0.14], [0.09, 0.13, 0.27]]}

---

# 2
{"formula": "C3H4O", "method": "ωB97M-V/def2-TZVPD", "homo_energy_ev": -9.92, "gap_ev": 10.77, "e_above_lowest_kcal_mol": 34.5, "e_tot_ha": -191.85494, "smiles": "C#CCO", "symbols": ["C", "C", "H", "H", "O", "H", "C", "H"], "xyz": [[-0.68281, 0.45605, -0.01397], [0.67674, 0.00349, -0.04763], [2.92810, -0.48493, -0.19206], [-0.84154, 0.91902, 0.95551], [-1.69372, -0.47243, -0.14718], [-0.77329, 1.22008, -0.82677], [1.87652, -0.28645, -0.04663], [-1.48999, -1.35483, 0.31873]], "forces_ev_per_a": [[-0.14, 1.41, 0.22], [4.46, -1.40, -0.09], [-0.60, 0.01, 0.24], [0.22, 0.74, 0.15], [-0.66, -3.25, 0.15], [-0.28, -0.54, 0.68], [-2.80, 0.76, -0.32], [-0.19, 2.26, -1.03]]}

---

# 3
{"formula": "C31H48O2P2Sc", "method": "ωB97M-V/def2-TZVPD", "homo_energy_ev": [-9.63, -9.63], "gap_ev": [4.27, 4.28], "charge": 1, "e_above_lowest_kcal_mol": 16.8, "e_tot_ha": -2803.39707, "symbols": ["H", "C", "H", "C", "H", "H", "C", "H", "Sc", "C", "C", "H", "H", "C", "H", "H", "C", "H", "P", "H", "H", "C", "H", "H", "C", "C", "C", "H", "C", "C", "H", "H", "H", "H", "C", "C", "H", "H", "H", "H", "H", "C", "H", "C", "H", "P", "H", "C", "H", "O", "H", "H", "H", "H", "H", "C", "H", "H", "H", "H", "H", "H", "C", "C", "H", "H", "H", "C", "C", "C", "C", "O", "H", "H", "C", "C", "H", "H", "C", "C", "C", "H", "H", "C"], "xyz": [[-3.52218, -0.06614, -0.96171], [-2.53281, 0.34368, -1.21771], [4.13228, 2.41893, -1.57274], [1.54872, -1.61839, 0.34380], [-1.32464, -1.83496, 3.18540], [-1.39714, -2.19709, -6.97307], [-1.04682, 2.44681, -2.48171], [1.80448, -4.02516, -1.52111], [-0.62491, -0.27713, -4.63782], [-1.78598, 3.28102, 5.32864], [-1.54568, 1.81181, 3.41232], [1.40826, 1.36193, -6.83268], [0.91361, 3.06954, -2.94831], [-0.56938, -1.91573, 1.21866], [0.67232, -1.49000, -6.98390], [3.07402, 4.10329, -0.42921], [-0.70432, 2.83717, 1.20696], [-1.79419, 0.08950, -0.44046], [-2.58589, 2.21066, -1.27177], [-2.14317, -3.95079, 0.10615], [-0.94630, 1.83950, -7.25610], [2.25893, 3.55454, 0.07104], [2.08707, -2.43947, -2.27381], [-2.05043, 1.12020, 5.40509], [1.39878, -0.81740, -5.03649], [-1.37242, -1.88178, -5.92182], [-1.54509, 4.39009, 4.50822], [-0.38998, 0.19984, -7.53943], [1.32896, -3.06693, -1.78981], [0.54505, -1.65114, -5.90413], [1.33398, 4.14136, 0.17457], [0.74475, -2.69425, -5.61803], [-2.26945, -2.83584, 2.05540], [-3.38260, 2.01280, -3.64394], [0.79772, -2.41344, -0.56714], [-1.62520, -3.34108, -0.64798], [0.53128, -3.28582, -2.51014], [2.58769, 3.14960, 1.04162], [-4.24979, 3.26587, -2.67725], [3.47911, -1.83505, -0.50713], [-0.93836, 1.52245, -3.18082], [-2.31827, -0.77339, -5.70220], [1.78394, 1.14376, -4.09987], [-1.34364, 4.20826, 3.14347], [-2.68036, 1.39837, -6.00179], [1.77939, 2.09624, -0.96303], [-1.26218, -4.01564, -1.43803], [3.18372, 2.38726, -2.12797], [0.53772, 2.45627, -5.78913], [-0.77615, 3.89366, 0.53042], [0.89789, 0.49880, 2.54691], [-4.63093, 1.53275, -2.43202], [-2.37780, -1.06264, 1.99668], [-1.94366, 3.41319, 6.39814], [-1.41419, -2.73012, -5.22005], [-0.51443, -2.58099, -0.03173], [3.46644, -1.22346, 1.16142], [3.24340, 1.61079, -2.89886], [-1.19008, 5.04383, 2.47361], [0.54400, -0.94280, 3.53354], [-3.28383, -0.97270, -5.22902], [-1.50448, 5.39930, 4.91052], [0.33806, 2.92880, -2.01238], [-1.27269, 2.92762, 2.60108], [-2.23643, -0.14085, -2.17431], [-2.36533, -2.66083, -1.10144], [2.07389, -1.43638, -4.38749], [-1.96634, 0.56225, -6.01043], [1.25043, 0.59220, -4.88622], [2.95193, -1.18214, 0.19750], [-1.70296, -1.90935, 2.16372], [-0.15361, 1.73696, 0.84490], [-1.51023, 0.80826, 2.97511], [2.99962, -0.14885, -0.17206], [0.70730, -1.31816, 1.44741], [-1.82533, 1.98645, 4.77293], [0.18543, 3.90871, -1.50817], [-1.49239, 3.31622, -3.05095], [0.66613, 1.38121, -6.01049], [1.10607, -0.57969, 2.65783], [-3.82372, 2.25084, -2.65735], [3.04283, 3.36734, -2.60204], [2.18453, -0.69983, 2.84758], [-0.65457, 0.90594, -6.72758]], "forces_ev_per_a": [[0.31, 0.14, 0.08], [0.26, -0.11, 0.53], [-0.30, -0.16, -0.12], [0.08, 0.21, -0.10], [-0.20, 0.01, -0.05], [0.66, -0.18, 0.55], [-0.77, 0.16, 0.68], [-0.09, 0.22, -0.12], [0.04, 2.76, 5.20], [0.02, -0.27, -0.31], [0.12, 0.32, 0.07], [-0.45, 0.01, 0.28], [-0.35, 0.42, 0.15], [0.16, 0.19, 0.02], [-0.29, -0.08, 0.44], [-0.45, -0.07, 0.38], [-0.03, 0.31, -0.71], [-0.20, -0.13, -0.24], [1.19, -1.12, -1.46], [0.05, 0.19, -0.25], [0.36, -0.66, 0.17], [-0.39, -0.42, 0.15], [-0.14, -0.18, 0.11], [0.10, 0.37, -0.21], [1.28, -0.69, 0.52], [-1.32, -0.27, -1.40], [-0.21, -0.40, 0.00], [-0.27, 0.16, 0.64], [0.07, 0.05, -0.13], [2.13, -0.87, -0.81], [0.59, 0.04, 0.35], [-0.02, 0.38, -0.56], [-0.12, 0.13, 0.10], [-0.21, 0.04, 0.38], [0.11, -0.03, 0.02], [-0.10, -0.34, -0.27], [0.19, 0.01, 0.12], [-0.11, 0.50, -0.22], [0.00, -0.38, -0.27], [0.00, 0.19, 0.12], [-0.43, 1.00, 0.70], [-1.33, -0.44, -1.27], [-0.35, -0.44, -0.33], [0.01, -0.17, 0.41], [0.22, -0.73, 0.45], [-0.98, -0.08, -0.31], [-0.15, 0.20, 0.29], [-0.11, 0.13, -0.64], [0.09, -0.60, 0.41], [0.17, -0.95, 0.28], [-0.11, -0.17, -0.25], [0.23, 0.37, -0.14], [0.07, -0.04, -0.07], [0.01, -0.02, -0.24], [-0.75, 0.17, -0.34], [-0.10, -0.01, -0.07], [-0.01, 0.07, -0.10], [0.23, 0.13, 0.06], [0.11, -0.03, 0.09], [0.23, 0.23, -0.28], [0.39, 0.17, 0.28], [-0.11, -0.22, 0.09], [1.16, 0.40, -0.16], [0.15, -0.34, 0.59], [-0.01, 0.24, 0.04], [0.13, -0.14, 0.21], [-0.88, 1.05, -0.31], [-0.69, -0.42, -1.10], [1.43, -0.81, -0.21], [0.18, -0.57, -0.06], [0.08, -0.19, 0.07], [-0.72, 0.55, 0.30], [0.02, 0.43, 0.14], [-0.19, -0.03, 0.06], [-0.02, 0.33, 0.34], [0.04, 0.42, -0.13], [0.13, -0.69, -0.47], [0.74, -1.04, -0.03], [1.03, 0.98, -0.37], [0.25, -0.26, 0.38], [-0.24, 0.31, 0.02], [0.26, -0.13, -0.12], [-0.38, 0.09, -0.04], [-1.47, 0.80, -2.02]]}